Computed, not measured: C23H31AuN3O7 as an isolated structure, with ωB97M-V with the def2-TZVPD basis set.

```
65
Properties=species:S:1:pos:R:3:mulliken_charge:R:1
Au 0.6944 0.3816 0.2393 0.847
C 1.0465 -0.0002 -1.7946 -0.823
C 0.1268 -0.9694 -1.2809 0.177
C -1.2785 -0.3914 -1.6449 0.214
C -1.0917 0.7171 -2.4258 -0.959
C 0.2783 1.0540 -2.4521 -0.330
C 0.8627 2.2806 -3.0335 1.893
C -0.0441 3.4976 -2.8087 -1.542
C 0.9277 1.9511 -4.5547 -1.711
C 2.2693 2.5652 -2.5033 -1.568
C -2.6279 -0.7606 -1.0864 2.407
C -3.1061 -2.1480 -1.5599 -1.789
C -2.5445 -0.7123 0.4544 -1.759
C -3.6940 0.2496 -1.5309 -2.254
C 0.5235 -2.4334 -1.1108 2.444
C 2.0479 -2.5348 -0.9554 -1.799
C 0.1374 -3.1703 -2.4047 -1.612
C -0.0894 -3.0920 0.1299 -1.725
H 2.0863 -0.1747 -2.0184 0.500
H -1.8775 1.3594 -2.7816 0.688
H -1.0408 3.3574 -3.2248 0.401
H 0.4001 4.3633 -3.2991 0.447
H -0.1331 3.7230 -1.7445 0.346
H -0.0666 1.8086 -4.9762 0.377
H 1.5307 1.0638 -4.7519 0.405
H 1.4005 2.8002 -5.0491 0.466
H 2.2632 2.7134 -1.4216 0.308
H 2.6437 3.4804 -2.9609 0.434
H 2.9710 1.7679 -2.7505 0.374
H -2.4981 -2.9660 -1.1924 0.295
H -3.1464 -2.1980 -2.6490 0.413
H -4.1177 -2.2947 -1.1814 0.498
H -1.7757 -1.3576 0.8733 0.233
H -3.5073 -1.0304 0.8560 0.554
H -2.3562 0.3063 0.7990 0.357
H -3.8270 0.2527 -2.6142 0.475
H -3.4618 1.2610 -1.1943 0.447
H -4.6465 -0.0325 -1.0847 0.438
H 2.5811 -2.2247 -1.8547 0.391
H 2.3110 -3.5752 -0.7696 0.493
H 2.4076 -1.9508 -0.1047 0.329
H 0.6431 -2.7288 -3.2666 0.387
H -0.9322 -3.1629 -2.5967 0.264
H 0.4553 -4.2104 -2.3289 0.461
H 0.2086 -2.5720 1.0420 0.313
H 0.2780 -4.1167 0.1954 0.610
H -1.1726 -3.1410 0.1104 0.177
O 2.7377 2.2182 7.2810 -0.602
N 1.9648 1.2917 7.1695 1.039
O 1.5785 0.5756 8.0674 -0.611
C 1.4636 0.9925 5.8189 -0.628
C 1.8767 1.7630 4.7690 -0.303
C 1.3864 1.4967 3.4916 -0.352
C 0.4772 0.4385 3.2367 0.804
O -0.0964 0.1729 2.1197 -0.704
C 0.1424 -0.3374 4.3790 0.117
C 0.5796 -0.0680 5.6427 -0.572
N -0.7442 -1.4949 4.1863 0.950
O -1.6727 -1.6118 4.9537 -0.561
O -0.4578 -2.2697 3.2955 -0.567
N 1.8434 2.3875 2.4451 1.107
O 2.6342 3.2452 2.7163 -0.570
O 1.4071 2.2804 1.2704 -0.822
H 2.5624 2.5800 4.9355 0.669
H 0.2585 -0.6662 6.4843 0.618
```

Calculated values
- HOMO level (eV) = -12.166
- charge = +1
- F_max (eV/A) = 0.39
- E_tot (Ha) = -1721.07943
- LUMO (eV) = -6.0
- frontier orbital gap (eV) = 6.123